[1]
127
Properties=species:S:1:pos:R:3:mulliken_spin:R:1 method="wB97M-V/def2-TZVPD" charge=+1 s_squared=8.766 gap_ha="0.2771 / 0.1619" spin_multiplicity=6 energy_ha=-4670.29173
Fe -2.45156 1.75222 -2.26955 3.908
O -1.09671 2.43923 -0.74137 0.101
C -0.16276 1.37303 -0.47873 0.003
C -0.64840 -0.08624 -1.00074 0.000
O -1.44220 -0.16639 -2.17829 0.791
H -0.05922 1.25030 0.59938 0.005
H 0.86840 1.58276 -0.76302 0.004
H -1.24861 -0.50804 -0.19456 0.081
H 0.20118 -0.76904 -1.01067 0.064
C 4.81935 1.46768 -2.06866 0.000
O 5.60658 0.67911 -2.59664 0.000
N 3.68592 1.97417 -2.63494 0.000
C 2.93032 2.92825 -1.86142 0.003
C 3.28489 1.67098 -3.93351 0.001
H 4.96112 1.67792 -0.99725 0.000
H 1.94690 3.25107 -2.20314 -0.002
H 3.41483 3.90465 -1.86712 0.001
H 2.77443 2.67020 -0.81395 -0.006
H 3.96053 1.01659 -4.48431 0.000
H 2.32557 1.15404 -3.90924 0.000
H 3.16350 2.65553 -4.38523 0.000
C -4.64824 0.54201 -4.33878 0.002
O -3.72246 1.15607 -3.75432 0.015
N -4.60964 -0.76949 -4.56160 0.012
C -5.55615 -1.29394 -5.52420 -0.002
C -3.39698 -1.55023 -4.29619 0.001
H -5.55214 0.99509 -4.77453 0.003
H -5.64669 -2.37859 -5.46534 0.000
H -5.32171 -0.97165 -6.53872 0.000
H -6.59404 -0.98955 -5.38923 0.001
H -3.27591 -1.52262 -3.21329 -0.005
H -3.54921 -2.58756 -4.59430 0.000
H -2.51330 -1.04143 -4.68134 0.003
C 0.20520 5.42147 -1.72935 0.004
O 0.46549 5.64309 -2.96575 0.001
N -0.03549 6.35510 -0.78914 0.000
C 0.21980 7.77514 -0.92728 0.000
C -0.34165 5.81187 0.51428 -0.001
H 0.16042 4.36411 -1.42573 -0.005
H -0.61669 8.32665 -0.49807 0.000
H 0.31076 8.12525 -1.95551 0.000
H 1.02128 8.20918 -0.32949 0.000
H 0.43255 6.21524 1.16698 0.000
H -1.28377 6.17366 0.92614 0.000
H -0.26510 4.72845 0.60617 0.001
C 1.07916 -1.36792 -4.42722 0.011
O 0.83923 -1.10332 -5.58549 0.001
N 2.34851 -1.62458 -4.06957 0.000
C 2.73666 -1.68318 -2.67886 -0.003
C 3.47237 -1.75437 -5.08034 0.000
H 0.39342 -1.36219 -3.56586 -0.004
H 3.11885 -2.68500 -2.48294 0.000
H 1.84043 -1.51235 -2.08245 0.004
H 3.46313 -0.92054 -2.39825 0.000
H 3.25088 -1.53973 -6.12580 0.000
H 4.20906 -1.08584 -4.63486 0.000
H 3.82558 -2.78079 -5.17940 0.000
C -2.32820 -5.63629 -2.60302 0.000
C -2.73065 -6.43897 -1.53443 0.000
C -3.00670 -5.86931 -0.28373 0.000
C -2.80041 -4.48280 -0.07843 0.004
C -2.47360 -3.71478 -1.15106 0.003
C -2.22381 -4.25524 -2.42205 0.002
N -3.21643 -3.79198 1.15687 0.000
O -3.45188 -4.44753 2.19068 0.000
O -3.46806 -2.60478 1.03990 0.000
H -2.15927 -6.08918 -3.56881 0.000
H -2.80655 -7.48729 -1.78278 0.000
H -3.39695 -6.47791 0.51859 0.000
H -2.39969 -2.64316 -1.03901 -0.005
H -1.73402 -3.59139 -3.11906 0.000
C -2.41604 2.91902 4.09224 0.000
C -2.15851 3.24315 2.78741 0.003
C -3.14629 3.79041 2.00697 0.002
C -4.45217 3.93253 2.53017 0.000
C -4.71552 3.54703 3.89025 0.000
C -3.70794 3.01710 4.66331 0.000
N -5.57571 4.55085 1.72078 0.000
O -5.36988 4.88730 0.56685 0.000
O -6.71996 4.52564 2.20493 0.000
H -1.56494 2.55923 4.65131 0.000
H -1.21133 3.08595 2.29290 0.000
H -2.94435 4.08811 0.98863 -0.004
H -5.69719 3.66552 4.32464 0.000
H -3.97595 2.64596 5.64149 0.000
C 0.07895 0.09853 3.87690 0.004
C 0.76674 -0.31572 4.98588 0.000
C 0.44344 -1.55195 5.54352 0.000
C -0.53012 -2.35923 5.03152 -0.001
C -1.28978 -1.90585 3.91941 0.002
C -0.99574 -0.65204 3.36911 0.000
N -0.73501 -3.70131 5.54186 0.000
O -0.07038 -4.01994 6.55936 0.000
O -1.53326 -4.43052 4.97855 0.000
H 0.36146 1.04899 3.44887 0.000
H 1.61908 0.18324 5.42282 0.000
H 1.04528 -1.88467 6.37628 0.000
H -2.19956 -2.37643 3.57700 0.000
H -1.57690 -0.16482 2.60017 -0.004
C 1.10451 -3.79302 -0.30889 0.000
C 0.64296 -3.31277 0.89639 -0.002
C 1.42059 -3.31746 2.06352 0.001
C 2.72346 -3.84807 2.04708 0.000
C 3.20008 -4.33490 0.79396 0.000
C 2.39034 -4.27915 -0.38005 0.000
N 3.54360 -3.88539 3.29677 0.000
O 4.62783 -4.52015 3.28431 0.000
O 3.14252 -3.23414 4.23330 0.000
H 0.47326 -3.72848 -1.18282 0.001
H -0.38770 -2.99278 0.85471 -0.001
H 0.96522 -2.96006 2.97529 0.000
H 4.15598 -4.82834 0.69819 0.000
H 2.79252 -4.63539 -1.31693 0.000
C 4.41459 -0.61559 1.92594 0.000
C 3.60759 0.30144 1.24731 0.002
C 3.04117 1.42290 1.89124 0.000
C 3.45843 1.67442 3.23501 0.000
C 4.33503 0.84220 3.89315 0.000
C 4.84529 -0.29993 3.22303 0.000
N 2.96797 2.87047 3.94090 0.000
O 1.75308 3.22771 3.77878 0.000
O 3.69533 3.37884 4.74065 0.000
H 4.73246 -1.57320 1.54078 0.000
H 3.12504 0.12505 0.29734 -0.002
H 2.27495 2.00949 1.40626 -0.002
H 4.56390 1.10270 4.91596 0.000
H 5.56011 -0.92741 3.73460 0.000

***

[2]
30
Properties=species:S:1:pos:R:3:nbo_charge:R:1 method="wB97M-V/def2-TZVPD" charge=0 de_lowest_kj_mol=0.0 gap_ha=0.2003 spin_multiplicity=1 energy_ha=-984.74211
C -0.60132 0.35209 -3.56498 -0.379
C -1.35620 1.48414 -3.08523 -0.341
C -0.47835 2.37775 -2.44888 -0.269
C 0.83252 1.87607 -2.54274 -0.348
C 0.79780 0.60326 -3.19378 -0.335
Bi -0.36829 -0.60484 -1.11678 0.368
P -0.24163 -3.17056 -0.69858 0.055
H -0.91764 -0.34861 -4.34794 0.234
H -2.42294 1.61861 -3.26722 0.216
H -0.77049 3.28222 -1.94709 0.213
H 1.64430 0.07818 -3.64508 0.226
H 1.74494 2.36809 -2.21629 0.215
H 0.99009 -3.74040 -1.20729 0.021
H -1.35650 -3.85291 -1.32527 0.024
H -0.30488 -3.47753 0.72712 0.064
C -1.96071 -0.17237 2.04438 -0.655
C -0.81562 0.82342 2.12307 -0.068
O 0.32039 0.40125 1.31924 -0.567
C 1.24658 -0.52006 1.95947 -0.073
C 2.29939 0.21925 2.76157 -0.634
H -2.30578 -0.33872 1.01250 0.235
H -2.80432 0.24854 2.59745 0.220
H -1.69283 -1.13134 2.50592 0.200
H -1.10216 1.80872 1.73940 0.201
H -0.48115 0.96375 3.16944 0.174
H 0.67095 -1.20985 2.60291 0.162
H 1.69906 -1.12019 1.15636 0.201
H 1.86175 0.80383 3.57458 0.207
H 2.99298 -0.51146 3.19212 0.212
H 2.88004 0.88970 2.12166 0.221

***

[3]
19
Properties=species:S:1:pos:R:3:nbo_charge:R:1 method="wB97M-V/def2-TZVPD" charge=+1 de_lowest_kj_mol=460.9 gap_ha=0.3612 spin_multiplicity=1 energy_ha=-323.50271
C -1.80101 -0.82395 1.21310 0.313
C 1.20142 0.94956 -1.57719 -0.556
C 2.10746 1.52424 0.63020 -0.679
C 1.08746 1.59861 -0.40067 -0.051
N -2.30531 -1.99216 1.49466 -0.777
N -1.15975 -0.30575 0.24348 -0.380
N -0.79392 -0.98786 -0.97528 -0.624
H -1.86344 -0.07163 1.98082 0.227
H 1.87223 0.23861 -1.95001 0.219
H -0.04030 -0.25931 -1.20468 0.477
H 0.63723 1.20331 -2.53513 0.223
H 2.07291 2.32783 1.48843 0.234
H 3.05279 1.83138 0.17742 0.249
H 2.31428 0.62647 1.04470 0.229
H 0.44880 2.37698 -0.23309 0.215
H -2.53818 -2.28314 2.40304 0.423
H -1.52619 -1.13953 -1.84357 0.434
H -0.38683 -1.92998 -0.89197 0.407
H -2.37962 -2.88369 0.93573 0.416

***

[4]
24
Properties=species:S:1:pos:R:3:nbo_charge:R:1 method="wB97M-V/def2-TZVPD" charge=+1 s_squared=0.870 de_lowest_kj_mol=0.0 gap_ha="0.2831 / 0.2655" spin_multiplicity=2 energy_ha=-1344.96940
C -1.51591 0.25109 -1.67921 -0.845
V -0.21534 -1.09815 0.02476 0.984
N -1.33832 -0.08081 1.42359 -1.079
H -0.47181 0.49975 -1.40552 0.187
H 0.04253 -2.44730 0.82253 -0.346
H -1.56318 -0.00130 -2.74508 0.269
H -2.21501 1.09071 -1.53418 0.255
H -1.95551 -0.62352 -1.11940 0.199
H -0.80295 0.71200 1.78407 0.422
H -1.65453 -0.63123 2.22632 0.420
H -2.18639 0.31927 1.01927 0.381
N 0.84991 1.96089 1.32722 -0.827
C 1.81911 0.95700 1.44510 0.382
C 2.91475 1.15005 2.30028 -0.276
C 3.81964 0.10734 2.49955 -0.104
C 3.58278 -1.07812 1.79400 -0.269
C 2.49909 -1.18256 0.92837 0.078
N 1.54328 -0.21623 0.82563 -0.576
H 0.56710 2.13660 0.36524 0.388
H 1.10931 2.82054 1.76988 0.403
H 3.01331 2.11971 2.80663 0.236
H 4.67818 0.21535 3.16803 0.248
H 4.24487 -1.94301 1.93645 0.250
H 2.29043 -2.07799 0.32264 0.223